(1)
This record from OMol25 describes a cluster of 2 separate species, C5H13N in total at a distorted geometry. The level of theory is ωB97M-V with the def2-TZVPD basis set.

Properties
- SMILES: C=CN.CCC
- LUMO: 0.0359 hartree
- Total energy: -253.012066 Eh

Cartesian coordinates (Å):
C (-0.932, 4.130, 0.653)
C (-1.008, 2.809, 0.546)
N (-1.678, 2.015, 1.517)
H (-0.988, 4.678, 1.585)
H (-0.573, 4.721, -0.182)
H (-0.738, 2.231, -0.328)
H (-1.660, 2.489, 2.412)
H (-1.315, 1.069, 1.542)
C (2.080, -2.509, -0.636)
C (0.611, -2.587, -1.160)
C (-0.288, -1.663, -0.394)
H (2.784, -3.249, -0.993)
H (2.010, -2.330, 0.435)
H (2.481, -1.613, -1.118)
H (0.256, -3.620, -1.128)
H (0.730, -2.308, -2.213)
H (-1.349, -1.905, -0.549)
H (-0.213, -1.744, 0.694)
H (-0.209, -0.616, -0.682)

Here are the Löwdin charges for atoms 1 to 5, given in e:
1 C -0.04
2 C -0.29
3 N 0.02
4 H 0.04
5 H 0.04


(2)
This record from OMol25 describes the molecule C5H13N at a distorted geometry. The level of theory is ωB97M-V with the def2-TZVPD basis set.

Properties
- SMILES: CCNC(C)C
- LUMO: 0.0440 hartree
- Total energy: -253.038859 Eh

Cartesian coordinates (Å):
C (-2.447, 0.577, -0.859)
C (-1.220, -0.369, -0.962)
N (0.028, 0.293, -0.686)
C (0.627, 0.052, 0.612)
C (1.319, -1.350, 0.681)
C (1.708, 1.100, 0.941)
H (-2.807, 0.569, 0.170)
H (-2.122, 1.581, -1.123)
H (-3.251, 0.317, -1.546)
H (-1.222, -0.825, -1.957)
H (-1.447, -1.220, -0.311)
H (0.663, 0.343, -1.465)
H (-0.211, 0.041, 1.312)
H (1.689, -1.494, 1.701)
H (2.107, -1.368, -0.072)
H (0.686, -2.214, 0.476)
H (1.811, 1.170, 2.022)
H (1.453, 2.078, 0.545)
H (2.634, 0.720, 0.521)

Here are the Löwdin charges for atoms 1 to 5, given in e:
1 C -0.10
2 C -0.30
3 N -0.07
4 C -0.45
5 C -0.07


(3)
This record from OMol25 describes the molecule C5H13N at a distorted geometry. The level of theory is ωB97M-V with the def2-TZVPD basis set.

Properties
- SMILES: CNCC(C)C
- LUMO: 0.0428 hartree
- Total energy: -253.023066 Eh

Cartesian coordinates (Å):
C (-0.862, -2.110, -1.583)
N (-0.247, -0.841, -1.109)
C (-0.523, -0.440, 0.271)
C (0.090, 0.968, 0.457)
C (1.595, 1.044, 0.044)
C (-0.007, 1.409, 1.890)
H (-1.520, -1.947, -2.454)
H (-0.009, -2.706, -1.879)
H (-1.593, -2.515, -0.877)
H (-0.458, -0.114, -1.774)
H (-1.602, -0.361, 0.443)
H (-0.073, -1.185, 0.939)
H (-0.344, 1.633, -0.297)
H (2.258, 1.239, 0.888)
H (1.921, 0.104, -0.417)
H (1.832, 1.800, -0.697)
H (-1.046, 1.533, 2.205)
H (0.574, 0.769, 2.545)
H (0.273, 2.464, 2.052)

Here are the Löwdin charges for atoms 1 to 5, given in e:
1 C -0.12
2 N -0.15
3 C -0.23
4 C -0.42
5 C -0.08


(4)
This record from OMol25 describes a cluster of 2 separate species, C5H13N in total at a distorted geometry. The level of theory is ωB97M-V with the def2-TZVPD basis set.

Properties
- SMILES: C=CC.CCN
- LUMO: 0.0367 hartree
- Total energy: -252.949829 Eh

Cartesian coordinates (Å):
C (-1.406, 2.063, 2.132)
C (-0.272, 1.722, 1.619)
C (0.907, 1.378, 2.318)
H (-2.285, 2.011, 1.548)
H (-1.574, 2.215, 3.143)
H (-0.113, 1.418, 0.458)
H (0.901, 0.291, 2.218)
H (1.768, 1.871, 1.837)
H (0.752, 1.756, 3.266)
C (-0.597, -1.858, -1.119)
C (0.799, -1.535, -1.691)
N (0.648, -0.877, -3.122)
H (-1.249, -2.215, -1.966)
H (-0.487, -2.973, -0.754)
H (-1.017, -1.250, -0.356)
H (1.236, -0.734, -1.062)
H (1.404, -2.478, -1.646)
H (-0.317, -0.875, -3.533)
H (0.903, 0.069, -3.290)

Here are the Löwdin charges for atoms 1 to 5, given in e:
1 C -0.01
2 C -0.32
3 C -0.14
4 H 0.04
5 H 0.04